[1]
Below is a structure of composition C45H40Br6N8O16 in a non-equilibrium geometry, with properties calculated with ωB97M-V/def2-TZVPD.

The value obtained for the energy above the lowest of the compared OMol25 structures with the same formula, charge and spin is 20.4 kcal per mole. Its gap between HOMO and LUMO is 8.551 eV. The total charge is 0. As for the total energy: -18823.82040 hartree.

Each line ends with the Löwdin charge.
Cartesian coordinates (Å):
C -1.223 0.432 0.250  0.042
N 0.031 0.252 -0.539  -0.405
O 0.056 -0.559 -1.416  0.064
O 0.981 0.887 -0.072  0.021
H -1.005 0.242 1.301  0.058
H -1.966 -0.276 -0.117  0.073
H -1.614 1.444 0.139  0.090
C -2.463 -6.688 -3.364  -0.078
C -1.707 -6.990 -2.240  -0.057
C -1.542 -6.043 -1.231  0.004
C -2.051 -4.756 -1.414  -0.162
C -2.947 -4.488 -2.476  -0.026
C -3.117 -5.494 -3.443  -0.086
N -1.755 -3.688 -0.467  -0.312
O -1.139 -3.911 0.583  0.055
O -2.247 -2.596 -0.760  0.037
H -2.586 -7.384 -4.181  0.111
H -1.366 -8.007 -2.113  0.108
H -1.088 -6.304 -0.287  0.118
H -3.481 -3.579 -2.710  0.110
H -3.803 -5.255 -4.242  0.110
C -3.887 4.752 6.347  -0.083
C -2.571 4.366 6.391  -0.043
C -2.177 3.563 5.285  0.011
C -2.978 3.272 4.153  -0.194
C -4.216 3.677 4.229  -0.063
C -4.705 4.475 5.248  -0.040
N -2.423 2.497 3.006  -0.288
O -3.311 1.790 2.445  0.013
O -1.212 2.410 2.785  0.058
H -4.201 5.255 7.249  0.106
H -1.987 4.829 7.173  0.114
H -1.180 3.148 5.294  0.108
H -4.877 3.409 3.419  0.127
H -5.768 4.647 5.173  0.109
C 5.234 2.131 -1.426  -0.082
C 6.623 1.973 -1.410  -0.067
C 7.207 0.789 -1.163  -0.024
C 6.365 -0.285 -0.825  -0.122
C 4.968 -0.132 -0.779  0.038
C 4.435 1.102 -1.223  -0.079
N 7.062 -1.450 -0.247  -0.308
O 8.309 -1.512 -0.155  0.053
O 6.303 -2.358 0.172  0.043
H 4.762 3.073 -1.662  0.098
H 7.408 2.682 -1.627  0.112
H 8.279 0.664 -1.126  0.121
H 4.183 -0.790 -0.436  0.098
H 3.378 1.296 -1.120  0.093
C -9.090 -0.506 -1.206  -0.075
C -8.630 0.756 -1.121  -0.095
C -7.313 1.013 -1.392  -0.008
C -6.350 0.004 -1.532  -0.114
C -6.790 -1.277 -1.643  -0.011
C -8.146 -1.536 -1.398  -0.048
N -4.897 0.398 -1.712  -0.359
O -4.635 1.538 -1.599  0.093
O -4.076 -0.419 -2.064  0.025
H -10.164 -0.623 -1.197  0.112
H -9.268 1.613 -0.957  0.114
H -6.914 2.016 -1.349  0.115
H -6.192 -2.137 -1.906  0.117
H -8.622 -2.484 -1.598  0.103
C 1.591 4.095 -1.969  -0.085
C 0.313 3.701 -1.961  -0.112
C -0.316 3.389 -3.130  0.034
C 0.384 3.669 -4.381  -0.129
C 1.683 4.094 -4.363  -0.009
C 2.305 4.355 -3.151  -0.045
N -0.361 3.380 -5.576  -0.328
O 0.224 3.626 -6.622  0.066
O -1.496 2.847 -5.583  -0.017
H 2.023 4.271 -0.995  0.113
H -0.248 3.503 -1.060  0.109
H -1.285 2.925 -3.014  0.111
H 2.203 4.109 -5.310  0.123
H 3.347 4.639 -3.179  0.102
C 2.496 -3.623 0.849  -0.050
C 2.903 -4.993 0.889  -0.043
C 3.088 -5.630 -0.307  -0.022
C 2.908 -4.967 -1.533  -0.127
C 2.520 -3.660 -1.530  -0.019
C 2.328 -2.972 -0.340  -0.078
N 3.013 -5.689 -2.853  -0.296
O 3.939 -6.499 -3.100  0.046
O 2.272 -5.437 -3.814  0.031
H 2.289 -3.049 1.740  0.094
H 3.104 -5.537 1.799  0.108
H 3.448 -6.648 -0.287  0.117
H 2.351 -3.345 -2.548  0.094
H 1.980 -1.952 -0.408  0.086
C 4.573 1.360 3.094  -0.068
C 3.269 1.923 3.023  -0.039
C 3.066 2.972 3.928  0.012
C 4.102 3.391 4.838  -0.114
C 5.394 2.938 4.590  -0.029
C 5.608 1.829 3.850  -0.084
N 3.808 4.352 5.921  -0.297
O 4.734 4.900 6.609  0.032
O 2.608 4.530 6.230  0.044
H 4.773 0.481 2.500  0.099
H 2.532 1.490 2.364  0.093
H 2.050 3.311 3.790  0.109
H 6.196 3.372 5.170  0.122
H 6.660 1.588 3.797  0.119
C -1.713 -1.322 3.887  -1.512
Br 0.298 -1.069 3.952  0.519
Br -2.785 -0.237 5.105  0.596
Br -2.270 -3.111 4.351  0.568
H -2.076 -1.052 2.895  -0.040
C -0.254 -0.935 -4.687  -1.405
Br -0.360 -2.881 -4.110  0.583
Br -2.095 -0.088 -4.711  0.581
Br 0.677 -0.804 -6.441  0.539
H 0.296 -0.411 -3.905  -0.053

***

[2]
Below is a cluster of 2 separate species, C45H45BF6N2O2S2 in total in a non-equilibrium geometry, with properties calculated with ωB97M-V/def2-TZVPD.

Its gap between HOMO and LUMO is 2.763 eV. The total charge is 0. As for the total energy: -3422.17505 hartree.

Each line ends with the Löwdin charge.
Cartesian coordinates (Å):
C -7.867 -2.247 5.992  -0.136
C -6.619 -1.528 5.644  -0.614
C -6.078 -0.437 6.290  -0.153
C -4.820 0.002 5.735  -0.142
C -4.425 -0.780 4.675  -0.384
B -3.093 -0.557 3.742  -1.064
C -2.139 -1.827 4.075  -0.387
C -1.420 -2.071 5.219  -0.130
C -0.623 -3.266 5.132  -0.144
C -0.720 -3.890 3.902  -0.620
C -0.053 -5.134 3.475  -0.143
S -1.798 -3.005 2.856  1.051
O -3.503 -0.531 2.385  0.023
C -3.375 0.836 2.022  -0.468
C -3.054 0.889 0.531  -0.014
C -4.684 1.562 2.348  -0.006
C -2.181 1.334 2.990  -0.475
C -0.829 0.871 2.446  -0.029
C -2.163 2.838 3.260  -0.013
O -2.442 0.646 4.197  0.057
S -5.611 -1.989 4.294  1.058
H -8.354 -1.740 6.830  0.071
H -8.556 -2.274 5.141  0.067
H -7.634 -3.275 6.292  0.070
H -6.567 0.022 7.142  0.091
H -4.268 0.847 6.142  0.104
H -1.472 -1.437 6.097  0.109
H 0.014 -3.631 5.929  0.092
H 0.645 -5.444 4.258  0.072
H -0.790 -5.931 3.317  0.072
H 0.493 -4.979 2.537  0.059
H -2.830 1.914 0.219  0.078
H -2.201 0.239 0.309  0.074
H -3.916 0.525 -0.042  0.089
H -4.664 2.600 1.989  0.082
H -5.524 1.051 1.867  0.095
H -4.871 1.561 3.428  0.087
H -0.559 1.408 1.528  0.038
H -0.055 1.043 3.206  0.103
H -0.849 -0.207 2.237  0.083
H -1.972 3.393 2.333  0.074
H -3.114 3.181 3.679  0.082
H -1.367 3.085 3.975  0.085
F -0.588 -5.641 -4.246  0.136
C 0.420 -5.320 -3.389  -0.521
F -0.115 -4.505 -2.412  0.119
F 0.814 -6.470 -2.742  0.118
C 1.606 -4.657 -4.029  -0.017
N 2.546 -4.274 -2.957  -0.022
C 3.727 -5.052 -2.867  -0.238
C 4.656 -5.071 -3.925  -0.017
C 5.785 -5.881 -3.848  -0.076
C 5.953 -6.740 -2.756  -0.078
C 5.002 -6.771 -1.730  -0.062
C 3.902 -5.915 -1.773  -0.022
C 2.361 -3.119 -2.235  -0.173
C 3.032 -2.897 -0.999  0.024
C 2.758 -1.777 -0.225  0.022
C 1.899 -0.742 -0.708  -0.206
C 1.590 0.443 0.042  0.125
C 1.616 1.724 -0.570  -0.184
C 1.120 2.905 0.060  0.026
C 0.959 4.091 -0.641  0.018
C 1.460 4.251 -1.963  -0.163
N 1.375 5.456 -2.621  -0.008
C 0.422 6.473 -2.168  -0.021
C -0.927 6.108 -2.717  -0.519
F -1.939 6.908 -2.292  0.142
F -0.895 6.143 -4.093  0.120
F -1.258 4.810 -2.387  0.119
C 2.266 5.880 -3.637  -0.218
C 2.274 5.243 -4.890  -0.026
C 3.052 5.753 -5.931  -0.064
C 3.841 6.890 -5.722  -0.076
C 3.805 7.558 -4.492  -0.068
C 2.994 7.074 -3.470  -0.019
C 2.083 3.132 -2.558  0.022
C 2.139 1.915 -1.898  0.015
C 1.294 -0.950 -1.981  -0.015
C 1.473 -2.117 -2.692  0.001
H 2.109 -5.381 -4.672  0.149
H 1.258 -3.804 -4.612  0.128
H 4.489 -4.423 -4.789  0.121
H 6.536 -5.850 -4.643  0.110
H 6.823 -7.401 -2.706  0.109
H 5.111 -7.455 -0.886  0.112
H 3.149 -5.919 -0.986  0.126
H 3.740 -3.649 -0.640  0.111
H 3.242 -1.645 0.749  0.131
H 1.462 0.364 1.111  0.125
H 0.839 2.892 1.113  0.121
H 0.464 4.934 -0.167  0.110
H 0.360 6.530 -1.081  0.133
H 0.729 7.426 -2.590  0.139
H 1.627 4.377 -5.047  0.121
H 3.033 5.258 -6.904  0.111
H 4.464 7.276 -6.535  0.110
H 4.398 8.465 -4.337  0.113
H 2.904 7.620 -2.527  0.122
H 2.493 3.222 -3.560  0.101
H 2.606 1.088 -2.431  0.120
H 0.641 -0.186 -2.401  0.129
H 0.932 -2.267 -3.623  0.108

***

[3]
Below is a cluster of 7 separate species, C42H41N7O4 in total in a non-equilibrium geometry, with properties calculated with ωB97M-V/def2-TZVPD.

Its gap between HOMO and LUMO is 8.718 eV. The total charge is 0. As for the total energy: -2309.21034 hartree. Its SMILES is CC(=O)OCCc1cccc2c1C(=O)NC2=O.c1ccncc1.c1ccncc1.c1ccncc1.c1ccncc1.c1ccncc1.c1ccncc1.

Each line ends with the Löwdin charge.
Cartesian coordinates (Å):
C -1.186 -1.301 -0.505  0.016
C -0.123 -0.815 -1.576  -0.455
O -0.400 -0.490 -2.713  0.084
O 1.220 -0.777 -1.130  -0.108
C 1.646 -2.188 -1.041  -0.134
C 3.014 -2.285 -1.835  -0.093
C 3.151 -3.547 -2.748  -0.116
C 2.508 -3.704 -4.075  -0.002
C 2.690 -4.905 -4.947  -0.031
C 3.578 -6.021 -4.489  0.010
C 4.188 -5.857 -3.160  -0.051
C 4.007 -4.661 -2.285  -0.005
C 4.827 -4.872 -0.978  -0.349
O 5.009 -4.086 -0.070  0.099
N 5.353 -6.241 -0.993  0.135
C 5.156 -6.763 -2.346  -0.359
O 5.755 -7.760 -2.707  0.099
H -2.191 -1.255 -0.995  0.088
H -1.063 -0.629 0.384  0.078
H -0.947 -2.353 -0.192  0.084
H 0.859 -2.895 -1.420  0.131
H 1.838 -2.355 0.065  0.143
H 3.863 -2.181 -1.111  0.115
H 3.068 -1.385 -2.526  0.135
H 1.842 -2.889 -4.470  0.111
H 2.215 -4.988 -5.958  0.102
H 3.787 -6.934 -5.098  0.114
H 4.885 -6.756 -0.242  0.153
C -1.545 0.194 4.896  -0.098
C -0.406 0.911 4.567  -0.089
C 0.616 0.248 3.905  -0.153
N 0.567 -1.049 3.568  0.061
C -0.546 -1.718 3.900  -0.165
C -1.623 -1.146 4.558  -0.085
H -2.367 0.678 5.413  0.113
H -0.312 1.959 4.817  0.110
H 1.526 0.765 3.623  0.105
H -0.557 -2.766 3.616  0.101
H -2.499 -1.735 4.799  0.104
C 1.382 2.147 -2.170  -0.065
C 1.748 3.040 -1.174  -0.067
C 1.865 4.381 -1.506  -0.164
N 1.649 4.867 -2.734  0.053
C 1.298 3.985 -3.679  -0.155
C 1.150 2.626 -3.450  -0.054
H 1.277 1.089 -1.949  0.067
H 1.938 2.703 -0.163  0.103
H 2.146 5.118 -0.760  0.102
H 1.131 4.406 -4.665  0.102
H 0.862 1.960 -4.253  0.073
C -5.372 1.860 2.439  -0.081
C -4.232 2.575 2.109  -0.066
C -3.210 1.912 1.448  -0.145
N -3.256 0.615 1.110  0.059
C -4.371 -0.054 1.442  -0.157
C -5.448 0.517 2.099  -0.079
H -6.194 2.343 2.955  0.105
H -4.136 3.623 2.359  0.098
H -2.300 2.430 1.167  0.074
H -4.382 -1.102 1.158  0.100
H -6.323 -0.072 2.339  0.100
C -2.058 0.180 -6.145  -0.073
C -0.747 0.247 -5.698  -0.079
C 0.248 0.508 -6.627  -0.160
N 0.020 0.697 -7.933  0.051
C -1.253 0.626 -8.340  -0.161
C -2.321 0.374 -7.493  -0.079
H -2.865 -0.021 -5.451  0.107
H -0.504 0.099 -4.652  0.056
H 1.289 0.573 -6.326  0.101
H -1.408 0.781 -9.402  0.100
H -3.332 0.330 -7.878  0.099
C -2.193 6.741 -1.177  -0.074
C -1.953 5.438 -1.582  -0.065
C -1.720 4.482 -0.607  -0.156
N -1.709 4.742 0.707  0.051
C -1.942 6.010 1.072  -0.154
C -2.190 7.038 0.178  -0.074
H -2.381 7.518 -1.909  0.107
H -1.946 5.170 -2.630  0.105
H -1.530 3.448 -0.876  0.100
H -1.926 6.193 2.142  0.102
H -2.374 8.044 0.531  0.101
C 0.422 -2.550 9.093  -0.084
C 0.807 -1.655 10.079  -0.079
C 0.953 -0.321 9.733  -0.157
N 0.747 0.155 8.499  0.060
C 0.377 -0.729 7.563  -0.140
C 0.200 -2.082 7.807  -0.066
H 0.295 -3.602 9.324  0.104
H 0.990 -1.985 11.094  0.100
H 1.250 0.417 10.470  0.101
H 0.221 -0.316 6.576  0.066
H -0.102 -2.751 7.012  0.097

***

The highest gap between HOMO and LUMO belongs to which entry?
C42H41N7O4

***

Which formula does entry 2 have?
C45H45BF6N2O2S2